(1)
{
  "formula": "C25H27CuN3O4",
  "method": "ωB97M-V/def2-TZVPD",
  "symbols": ["Cu", "O", "C", "O", "C", "C", "C", "C", "C", "N", "C", "O", "O", "H", "H", "H", "C", "C", "C", "C", "C", "C", "C", "N", "C", "C", "C", "C", "C", "C", "C", "N", "C", "C", "C", "C", "H", "H", "H", "H", "H", "H", "H", "H", "H", "H", "H", "H", "H", "H", "H", "H", "H", "H", "H", "H", "H", "H", "H", "H"],
  "coordinates": [[-2.073, 1.549, -0.523], [-1.744, 5.450, -0.002], [-2.204, 4.338, -0.179], [-1.715, 3.432, -0.940], [-3.520, 3.899, 0.449], [-4.551, 4.708, 0.905], [-5.788, 4.126, 1.148], [-5.988, 2.779, 0.864], [-4.898, 2.047, 0.411], [-3.715, 2.601, 0.289], [-4.894, 0.618, -0.211], [-5.754, -0.176, 0.122], [-3.943, 0.484, -1.022], [-4.378, 5.767, 1.025], [-6.612, 4.730, 1.508], [-6.957, 2.315, 0.960], [4.875, 2.321, 1.143], [4.393, 1.566, -0.105], [4.803, 2.327, -1.376], [5.071, 0.196, -0.132], [2.878, 1.497, -0.076], [2.164, 2.693, -0.022], [0.786, 2.669, -0.091], [0.093, 1.547, -0.168], [0.734, 0.376, -0.160], [2.128, 0.325, -0.132], [-0.159, -0.796, -0.152], [0.286, -2.114, -0.156], [-0.614, -3.178, -0.091], [-1.957, -2.838, -0.001], [-2.329, -1.502, -0.017], [-1.467, -0.508, -0.101], [-0.137, -4.619, -0.118], [-1.305, -5.610, -0.134], [0.723, -4.898, 1.121], [0.711, -4.867, -1.372], [5.961, 2.365, 1.156], [4.541, 1.812, 2.044], [4.499, 3.339, 1.173], [5.885, 2.414, -1.424], [4.380, 3.327, -1.404], [4.461, 1.795, -2.260], [6.150, 0.340, -0.147], [4.797, -0.364, -1.022], [4.824, -0.388, 0.750], [2.665, 3.644, 0.048], [0.222, 3.587, -0.116], [2.620, -0.630, -0.159], [1.341, -2.314, -0.213], [-2.728, -3.585, 0.070], [-3.374, -1.245, 0.018], [-1.916, -5.522, 0.761], [-0.918, -6.626, -0.169], [-1.934, -5.462, -1.008], [0.168, -4.703, 2.035], [1.619, -4.284, 1.125], [1.027, -5.942, 1.120], [0.144, -4.655, -2.274], [1.020, -5.909, -1.393], [1.606, -4.252, -1.378]],
  "fmax_ha_per_bohr": 0.02730,
  "spin_multiplicity": 2,
  "energy_ev": -83665.152,
  "mol_weight_da": 497.05,
  "e_homo_ev": [-8.72, -8.68],
  "orbital_gap_ev": [8.069, 7.695]
}



(2)
{
  "formula": "C25H27FN2O4S2",
  "method": "ωB97M-V/def2-TZVPD",
  "symbols": ["C", "C", "C", "C", "C", "C", "N", "C", "C", "C", "C", "C", "C", "C", "H", "H", "H", "H", "H", "H", "H", "H", "H", "H", "H", "H", "H", "H", "H", "H", "H", "C", "C", "C", "C", "S", "N", "F", "S", "C", "C", "C", "C", "C", "C", "O", "O", "O", "O", "C", "C", "H", "H", "H", "H", "H", "H", "H", "H", "H", "H"],
  "coordinates": [[5.066, -1.299, 3.362], [4.723, 0.007, 2.977], [3.426, 0.296, 2.544], [2.425, -0.704, 2.421], [1.087, -0.399, 1.933], [0.047, -1.272, 2.192], [-1.270, -1.002, 2.446], [-2.122, -2.114, 2.900], [-3.607, -1.848, 2.634], [-4.068, -0.525, 3.235], [-3.134, 0.600, 2.790], [-1.655, 0.276, 3.038], [2.771, -1.987, 2.972], [4.079, -2.289, 3.380], [6.092, -1.532, 3.675], [5.465, 0.808, 3.054], [3.149, 1.325, 2.287], [0.912, 0.545, 1.451], [0.253, -2.365, 2.183], [-1.823, -3.044, 2.407], [-1.979, -2.232, 3.991], [-3.770, -1.822, 1.548], [-4.200, -2.685, 3.032], [-5.087, -0.308, 2.899], [-4.098, -0.591, 4.331], [-3.281, 0.782, 1.717], [-3.383, 1.531, 3.318], [-1.510, 0.203, 4.135], [-1.013, 1.078, 2.664], [2.010, -2.752, 3.071], [4.318, -3.285, 3.754], [-4.526, -1.158, -1.959], [-4.140, -1.064, -3.307], [-3.271, -0.052, -3.708], [-2.763, 0.794, -2.728], [-1.683, 2.122, -3.214], [-0.071, 1.429, -2.903], [0.250, 1.141, -1.232], [1.092, 2.575, -3.612], [2.620, 1.678, -3.468], [3.348, 1.850, -2.306], [4.557, 1.176, -2.187], [5.032, 0.397, -3.256], [4.315, 0.328, -4.464], [3.104, 1.002, -4.584], [0.828, 2.490, -5.013], [1.163, 3.822, -2.915], [-1.786, 2.073, -4.638], [-1.955, 3.307, -2.465], [-3.194, 0.786, -1.414], [-4.072, -0.216, -1.016], [-5.205, -1.959, -1.639], [-4.529, -1.770, -4.048], [-3.007, 0.085, -4.748], [2.960, 2.510, -1.538], [5.133, 1.282, -1.265], [5.983, -0.142, -3.155], [4.708, -0.238, -5.316], [2.557, 1.018, -5.517], [-2.851, 1.572, -0.749], [-4.421, -0.237, 0.021]],
  "fmax_ha_per_bohr": 0.08597,
  "energy_ev": -61915.048,
  "de_lowest_ev": 0.379,
  "mol_weight_da": 502.63,
  "e_homo_ev": -6.91,
  "orbital_gap_ev": 4.943
}



(3)
{
  "formula": "C25H27FN4O4S",
  "method": "ωB97M-V/def2-TZVPD",
  "symbols": ["C", "H", "O", "C", "C", "N", "C", "O", "C", "N", "C", "O", "C", "H", "C", "C", "O", "N", "C", "N", "C", "C", "C", "C", "H", "H", "H", "H", "H", "H", "H", "H", "C", "C", "C", "C", "C", "S", "H", "H", "H", "H", "H", "C", "C", "C", "C", "C", "C", "H", "H", "F", "H", "H", "H", "H", "H", "H", "H", "H", "H", "H"],
  "coordinates": [[5.388, 0.087, -2.184], [5.247, 0.576, -1.215], [4.340, 0.395, -3.081], [4.361, 1.701, -3.596], [3.995, 2.784, -2.562], [2.722, 2.508, -1.941], [2.642, 1.858, -0.760], [3.598, 1.653, -0.041], [1.210, 1.473, -0.377], [1.213, 0.755, 0.891], [0.578, 1.327, 1.937], [-0.055, 2.366, 1.807], [0.681, 0.646, 3.290], [0.874, -0.420, 3.199], [-0.606, 0.856, 4.098], [-1.720, 0.040, 3.462], [-2.011, -1.074, 3.840], [-2.311, 0.681, 2.414], [-3.268, 0.202, 1.532], [-3.543, 1.047, 0.542], [-4.445, 0.694, -0.357], [-5.113, -0.518, -0.332], [-4.819, -1.398, 0.701], [-3.889, -1.042, 1.657], [-3.637, -1.691, 2.478], [-5.318, -2.355, 0.762], [-5.838, -0.766, -1.090], [-4.636, 1.428, -1.130], [-1.946, 1.594, 2.152], [-0.862, 1.915, 4.113], [-0.458, 0.497, 5.116], [1.521, 1.110, 3.815], [1.906, -0.517, 0.949], [0.988, -1.670, 1.222], [1.228, -2.766, 1.993], [0.137, -3.663, 2.035], [-0.916, -3.232, 1.300], [-0.601, -1.730, 0.528], [-1.871, -3.697, 1.160], [0.139, -4.578, 2.599], [2.153, -2.928, 2.519], [2.697, -0.486, 1.705], [2.392, -0.661, -0.019], [0.470, 0.691, -1.438], [1.134, -0.145, -2.331], [0.421, -0.900, -3.246], [-0.958, -0.812, -3.254], [-1.641, 0.015, -2.382], [-0.919, 0.766, -1.474], [-1.445, 1.402, -0.777], [-2.718, 0.060, -2.409], [-1.657, -1.548, -4.143], [0.925, -1.551, -3.942], [2.212, -0.204, -2.337], [0.664, 2.406, -0.171], [1.904, 2.540, -2.529], [4.737, 2.812, -1.762], [3.961, 3.756, -3.059], [5.349, 1.936, -4.019], [3.620, 1.698, -4.401], [6.358, 0.375, -2.603], [5.360, -0.993, -2.048]],
  "fmax_ha_per_bohr": 0.01336,
  "energy_ev": -54068.059,
  "de_lowest_ev": 0.713,
  "mol_weight_da": 498.58,
  "e_homo_ev": -8.60,
  "smiles": "COCCNC(=O)[C@@H](c1ccc(F)cc1)N(Cc1cccs1)C(=O)CCC(=O)Nc1ccccn1",
  "orbital_gap_ev": 9.266
}



(4)
{
  "formula": "C25H27GeO9Ti",
  "method": "ωB97M-V/def2-TZVPD",
  "symbols": ["Ti", "C", "C", "O", "C", "C", "O", "C", "C", "O", "C", "C", "O", "H", "H", "H", "H", "H", "H", "H", "H", "H", "H", "H", "H", "H", "H", "H", "H", "O", "C", "C", "O", "C", "C", "O", "C", "O", "O", "Ge", "C", "C", "C", "C", "C", "C", "C", "C", "C", "C", "C", "C", "H", "H", "H", "H", "H", "H", "H", "H", "H", "H", "H"],
  "coordinates": [[0.181, 0.643, -0.337], [-0.018, 3.240, 1.595], [1.432, 2.812, 1.672], [1.866, 2.228, 0.452], [2.352, 3.031, -0.613], [1.228, 3.481, -1.524], [0.344, 2.367, -1.767], [-0.817, 2.749, -2.515], [-1.765, 1.573, -2.471], [-1.824, 1.048, -1.137], [-2.773, 1.588, -0.196], [-2.109, 2.670, 0.622], [-0.791, 2.206, 0.950], [-0.137, 4.158, 1.012], [-0.416, 3.413, 2.597], [1.555, 2.033, 2.422], [2.054, 3.667, 1.946], [3.042, 2.392, -1.163], [2.896, 3.901, -0.239], [1.633, 3.832, -2.475], [0.636, 4.287, -1.080], [-0.538, 2.981, -3.545], [-1.254, 3.643, -2.062], [-1.395, 0.751, -3.085], [-2.763, 1.847, -2.811], [-3.070, 0.747, 0.429], [-3.647, 1.965, -0.726], [-2.676, 2.854, 1.536], [-2.019, 3.611, 0.071], [5.078, -2.379, 1.476], [4.118, -1.775, 1.116], [3.889, -1.164, -0.292], [4.654, -1.160, -1.215], [2.543, -0.571, -0.199], [2.007, -0.707, 1.040], [0.779, -0.187, 1.233], [2.865, -1.443, 1.970], [2.677, -1.721, 3.122], [1.819, 0.041, -1.131], [-0.724, -1.694, -1.021], [-2.296, -1.704, 0.137], [-3.572, -1.755, -0.431], [-4.708, -1.618, 0.355], [-4.585, -1.423, 1.726], [-3.326, -1.377, 2.306], [-2.188, -1.514, 1.518], [0.598, -3.050, -0.653], [0.640, -3.675, 0.593], [1.701, -4.505, 0.927], [2.729, -4.718, 0.017], [2.687, -4.114, -1.233], [1.628, -3.282, -1.565], [-1.196, -1.695, -2.489], [-3.683, -1.912, -1.498], [-5.689, -1.675, -0.099], [-5.471, -1.322, 2.340], [-3.226, -1.244, 3.376], [-1.213, -1.467, 1.989], [-0.150, -3.511, 1.316], [1.733, -4.975, 1.901], [3.565, -5.350, 0.285], [3.489, -4.277, -1.941], [1.621, -2.796, -2.535]],
  "fmax_ha_per_bohr": 0.00201,
  "charge": 1,
  "energy_ev": -124414.826,
  "de_lowest_ev": 0.121,
  "mol_weight_da": 591.96,
  "e_homo_ev": -10.77,
  "orbital_gap_ev": 7.201
}